Entry 1:
{"formula": "C19H32N2O5", "method": "the ωB97M-V functional and the def2-TZVPD basis", "homo_energy_ev": -9.23, "e_lumo_ev": 0.66, "mol_weight_da": 368.47, "e_above_lowest_ev": 3.7957, "elements": ["C", "C", "O", "C", "C", "C", "C", "C", "O", "N", "C", "C", "C", "C", "O", "N", "C", "C", "C", "O", "C", "C", "C", "C", "C", "O", "H", "H", "H", "H", "H", "H", "H", "H", "H", "H", "H", "H", "H", "H", "H", "H", "H", "H", "H", "H", "H", "H", "H", "H", "H", "H", "H", "H", "H", "H", "H", "H"], "coordinates": [[-3.5602, 1.5042, 0.6483], [-4.8207, 1.7230, -0.1648], [-4.7677, 2.9087, -0.9494], [-4.0170, 2.8147, -2.1298], [-4.6366, 3.4854, -3.3658], [-3.2415, 4.0461, -3.7177], [-2.7951, 3.7704, -2.2708], [-1.4404, 3.1445, -2.0643], [-0.8035, 2.6256, -2.9699], [-1.0066, 3.1369, -0.7810], [0.1710, 2.4155, -0.3398], [0.2773, 0.9687, -0.8482], [0.8403, 0.1346, 0.3498], [-0.2483, -0.8454, 0.7485], [-1.1061, -0.5811, 1.5704], [-0.2468, -2.0091, 0.0322], [-1.4357, -2.8136, -0.0889], [-2.5477, -2.1591, -0.8832], [-2.1535, -1.8463, -2.3214], [-2.6825, -0.5868, -2.6866], [-2.2810, -0.2157, -3.9910], [-1.2191, -4.2987, -0.1752], [-1.7808, -3.6807, 1.0779], [1.1447, 1.1499, 1.4551], [0.1734, 2.2916, 1.1827], [0.4534, 3.5029, 1.8609], [-3.6612, 0.6320, 1.2963], [-2.6970, 1.3366, 0.0024], [-3.3592, 2.3717, 1.2802], [-5.0119, 0.8616, -0.8155], [-5.6833, 1.8461, 0.4906], [-3.7190, 1.7784, -2.3198], [-5.1356, 2.8435, -4.0905], [-5.3222, 4.2693, -3.0429], [-2.6888, 3.4062, -4.4042], [-3.1854, 5.0766, -4.0613], [-2.9507, 4.6282, -1.6132], [-1.5786, 3.5726, -0.0753], [1.0709, 2.9668, -0.6464], [-0.7083, 0.6099, -1.1542], [0.9135, 0.9082, -1.7276], [1.7335, -0.4172, 0.0525], [0.4457, -2.0923, -0.6937], [-3.4371, -2.7908, -0.8530], [-2.8055, -1.2191, -0.3911], [-1.0590, -1.8124, -2.4226], [-2.5122, -2.6177, -3.0150], [-2.7326, 0.7460, -4.2206], [-1.1934, -0.1051, -4.0486], [-2.6088, -0.9586, -4.7274], [-1.8849, -4.8620, -0.8153], [-0.2002, -4.6605, -0.1432], [-1.1365, -3.6129, 1.9420], [-2.8304, -3.8216, 1.2964], [1.0131, 0.7357, 2.4531], [2.1698, 1.5193, 1.3628], [-0.8235, 1.9863, 1.5091], [1.1780, 3.9481, 1.4084]], "atomic_forces_ev_per_a": [[-0.05, -0.09, 0.00], [0.04, 0.01, 0.03], [-0.03, -0.03, -0.03], [0.01, 0.03, 0.02], [-0.01, -0.02, 0.01], [0.02, -0.02, 0.02], [0.01, 0.01, -0.03], [0.05, 0.04, -0.02], [0.00, 0.00, 0.01], [0.04, -0.02, -0.01], [-0.04, 0.02, -0.01], [0.01, 0.00, 0.01], [-0.02, 0.02, -0.01], [-0.01, 0.05, 0.00], [0.03, -0.02, -0.01], [-0.03, -0.04, 0.02], [-0.02, 0.01, -0.03], [0.02, 0.00, 0.04], [0.05, 0.04, 0.02], [-0.04, -0.01, -0.03], [0.00, -0.03, 0.03], [0.02, 0.02, -0.01], [0.00, 0.00, 0.00], [-0.05, -0.01, -0.02], [0.04, -0.01, 0.02], [-0.10, 0.03, -0.06], [0.02, -0.01, -0.01], [-0.06, -0.03, 0.01], [-0.01, 0.02, 0.01], [0.00, 0.00, 0.01], [0.00, 0.00, 0.00], [-0.01, -0.02, -0.02], [-0.01, 0.01, 0.00], [0.01, 0.00, 0.00], [0.00, 0.01, 0.00], [0.00, -0.01, -0.01], [0.01, 0.01, -0.02], [0.02, 0.01, 0.00], [0.01, 0.00, 0.01], [-0.01, -0.01, 0.01], [0.00, 0.00, 0.00], [0.00, -0.01, 0.01], [0.00, -0.01, -0.02], [0.00, 0.01, 0.01], [-0.01, 0.04, 0.01], [0.01, 0.00, 0.00], [0.00, 0.00, 0.00], [-0.01, 0.02, 0.01], [0.01, 0.01, 0.00], [-0.01, 0.01, 0.00], [0.00, 0.01, 0.01], [-0.01, 0.00, 0.00], [0.00, 0.00, -0.01], [0.01, 0.00, 0.00], [0.01, 0.01, 0.00], [0.01, 0.00, -0.01], [0.03, -0.01, 0.03], [0.06, -0.03, 0.04]]}

Entry 2:
{"formula": "C2H5FIN", "method": "the ωB97M-V functional and the def2-TZVPD basis", "homo_energy_ev": [-7.60, -9.88], "e_lumo_ev": [0.45, -1.25], "multiplicity": 3, "mol_weight_da": 188.97, "e_above_lowest_ev": 0.0124, "s_squared": 2.01, "elements": ["C", "C", "N", "F", "I", "H", "H", "H", "H", "H"], "coordinates": [[-0.2439, -1.1728, -0.6586], [0.3644, -0.4481, 0.4437], [-0.6056, 2.0038, 0.6335], [-0.0194, -0.8323, 1.6445], [2.4595, 0.0573, 0.2511], [0.0361, -0.8494, -1.6163], [0.1183, -2.3382, -0.5976], [-1.3386, -1.2138, -0.5653], [0.2465, 2.5705, 0.7323], [-1.0173, 2.2230, -0.2673]], "atomic_forces_ev_per_a": [[-0.06, -3.83, 0.95], [1.19, 0.32, -0.34], [0.04, 0.24, 0.59], [0.12, -0.12, 0.41], [-0.91, -0.22, 0.23], [0.43, 0.70, -1.16], [-0.84, 2.39, -0.17], [0.27, 0.16, 0.07], [-0.28, 0.03, -0.22], [0.05, 0.32, -0.36]]}

Entry 3:
{"formula": "C9H11O3", "method": "the ωB97M-V functional and the def2-TZVPD basis", "homo_energy_ev": -4.54, "e_lumo_ev": 3.15, "charge": -1, "mol_weight_da": 167.18, "e_above_lowest_ev": 0.3046, "elements": ["C", "C", "O", "O", "H", "H", "H", "C", "C", "C", "C", "C", "C", "C", "O", "H", "H", "H", "H", "H", "H", "H", "H"], "coordinates": [[-1.4483, -0.8406, -4.4885], [-0.4039, 0.0727, -3.7971], [-0.6095, 0.3610, -2.5892], [0.5527, 0.4198, -4.5158], [-0.9124, -1.4536, -5.2083], [-2.2400, -0.2473, -4.9541], [-2.0213, -1.3989, -3.7412], [-0.6052, -0.0759, 4.0450], [0.2422, -0.4694, 0.3779], [1.2704, 0.4378, 0.2154], [-0.2703, -0.6826, 1.6490], [0.1335, 0.0636, 2.7492], [1.7688, 1.1229, 1.3213], [1.2179, 0.9238, 2.5717], [1.8078, 0.7113, -0.9988], [-0.1094, -1.0597, -0.4565], [-1.0779, -1.4029, 1.7493], [2.6133, 1.7843, 1.1214], [1.1700, 0.4141, -1.6870], [-0.0860, 0.3430, 4.9170], [-0.8903, -1.1060, 4.2715], [1.4274, 1.5729, 3.4227], [-1.5297, 0.5097, 4.0252]], "atomic_forces_ev_per_a": [[-0.38, 0.32, 0.70], [-0.05, -0.11, -0.46], [0.31, -0.15, 0.35], [0.04, 0.04, 0.14], [-0.34, -0.16, -0.11], [0.36, 0.21, -0.41], [0.42, -0.37, -0.04], [-0.30, 0.50, 0.60], [-0.05, -0.69, 0.50], [0.35, 0.46, -0.54], [-0.44, 0.09, -0.31], [0.41, -0.46, -0.20], [0.57, 0.02, -0.33], [-1.02, 0.50, 0.50], [-0.12, -0.30, 0.29], [-0.09, 0.22, -0.15], [0.02, 0.02, 0.10], [-0.30, 0.02, 0.29], [-0.24, 0.35, -0.23], [0.30, -0.26, -0.25], [0.12, 0.02, -0.06], [0.58, -0.16, -0.20], [-0.15, -0.12, -0.19]]}

Entry 4:
{"formula": "C5H9N3O", "method": "the ωB97M-V functional and the def2-TZVPD basis", "homo_energy_ev": -8.56, "e_lumo_ev": 0.66, "mol_weight_da": 127.15, "e_above_lowest_ev": 4.7881, "elements": ["O", "N", "C", "N", "C", "C", "C", "C", "N", "H", "H", "H", "H", "H", "H", "H", "H", "H"], "coordinates": [[-3.4335, -0.5293, 0.1637], [-2.7758, 0.6122, -0.3040], [-1.3932, 0.4409, -0.2794], [-0.6061, 1.4581, -0.0667], [0.6803, 0.7761, -0.3010], [2.1398, 0.7127, 0.2911], [2.0950, -0.7862, -0.2462], [0.5167, -0.6402, 0.0865], [-0.8457, -0.8214, -0.3877], [-3.3190, -0.6007, 1.1560], [-3.1632, 1.4477, 0.1366], [0.8900, 0.7578, -1.3451], [2.8930, 1.4506, -0.0224], [2.1622, 0.6380, 1.3693], [2.6878, -1.4953, 0.3515], [2.3538, -1.0043, -1.3482], [0.5084, -0.7557, 1.1885], [-1.3904, -1.6611, -0.4424]], "atomic_forces_ev_per_a": [[-0.62, -0.53, 1.30], [0.02, -0.54, -0.10], [-0.17, 1.53, 1.14], [0.30, -1.14, -0.31], [0.86, 0.86, 1.61], [-0.31, -0.04, -0.86], [0.09, -0.55, -1.10], [0.57, -0.26, 0.61], [0.22, -0.43, -1.02], [0.03, 0.27, -1.39], [0.69, -0.19, -0.26], [-0.06, 0.22, -1.24], [-0.25, -0.51, -0.22], [-0.13, 0.17, 0.32], [-0.53, 0.12, -0.09], [-0.52, 0.86, 1.62], [-0.07, 0.13, -0.25], [-0.13, 0.04, 0.23]]}

Entry 5:
{"formula": "C37H35F3N6O3SSbSeW", "method": "the ωB97M-V functional and the def2-TZVPD basis", "homo_energy_ev": [-5.88, -5.50], "e_lumo_ev": [-0.32, -0.28], "multiplicity": 2, "mol_weight_da": 1085.35, "e_above_lowest_ev": 0.8053, "s_squared": 0.80, "elements": ["W", "C", "C", "C", "C", "C", "C", "N", "Sb", "C", "C", "C", "C", "C", "C", "N", "C", "C", "C", "C", "C", "C", "N", "H", "H", "H", "H", "H", "H", "H", "H", "H", "H", "H", "H", "H", "H", "H", "H", "H", "H", "O", "N", "C", "C", "C", "C", "C", "S", "H", "H", "H", "H", "F", "C", "F", "F", "C", "O", "O", "C", "C", "C", "C", "C", "C", "H", "H", "H", "H", "H", "H", "H", "H", "H", "Se", "N", "C", "C", "C", "C", "C", "C", "N", "H", "H", "H", "H"], "coordinates": [[0.2083, 0.4934, 0.1769], [-2.3971, -0.9441, -0.3375], [-1.9837, -1.4419, 1.0190], [-2.8101, -2.2552, 1.7768], [-2.3612, -2.7470, 2.9819], [-1.0733, -2.4279, 3.3713], [-0.2993, -1.5804, 2.5899], [-0.7697, -1.0597, 1.4437], [1.6921, -1.3283, 3.3577], [1.4090, 0.6458, 4.1482], [1.9690, 0.9491, 5.3807], [1.7744, 2.2229, 5.8913], [1.0270, 3.1162, 5.1523], [0.4942, 2.7312, 3.9197], [-0.3288, 3.7131, 3.1330], [0.6921, 1.5034, 3.4250], [2.8283, -0.8386, 1.5956], [4.1773, -1.1440, 1.7104], [5.0457, -0.8343, 0.6806], [4.5299, -0.2307, -0.4462], [3.1767, 0.0516, -0.5153], [2.5580, 0.7109, -1.6983], [2.3319, -0.2613, 0.4920], [-3.5986, -2.6347, -0.7731], [-1.3779, 0.0088, -1.8413], [-3.3412, -0.3885, -0.1917], [-3.7971, -2.5039, 1.4092], [-2.9847, -3.3886, 3.5916], [-0.6626, -2.8435, 4.2827], [2.5430, 0.2100, 5.9261], [2.1999, 2.5095, 6.8450], [0.8575, 4.1230, 5.5122], [-0.0497, 4.7349, 3.3857], [-1.3896, 3.5807, 3.3650], [-0.2130, 3.5497, 2.0667], [4.5460, -1.6269, 2.6070], [6.1009, -1.0646, 0.7574], [5.1643, 0.0281, -1.2834], [3.1531, 0.4772, -2.5852], [2.6005, 1.7961, -1.5778], [0.5650, 0.9882, -2.4532], [-1.2637, 1.5448, 1.3427], [-2.3464, 2.0534, 0.7593], [-3.5162, 1.9051, 1.4155], [-4.6752, 2.4283, 0.9181], [-4.6264, 3.1284, -0.2933], [-3.4303, 3.2736, -0.9417], [-2.2356, 2.7303, -0.4213], [-0.7040, 2.8986, -1.1217], [-3.4309, 1.3501, 2.3383], [-5.5988, 2.2957, 1.4622], [-5.5284, 3.5529, -0.7150], [-3.3558, 3.8116, -1.8755], [4.2482, 3.9783, 1.1720], [3.0658, 3.5614, 1.6420], [2.5294, 4.5786, 2.3382], [3.3162, 2.5730, 2.5118], [2.1424, 3.1225, 0.4678], [2.1744, 3.7917, -0.5411], [1.5244, 2.0286, 0.7073], [2.8538, -2.2070, -3.5496], [1.4087, -1.6743, -3.6221], [1.3113, -0.5588, -4.6658], [0.5288, -2.8429, -4.0939], [0.9007, -1.1372, -2.2895], [1.0902, 0.2728, -1.8178], [3.1508, -2.6018, -4.5268], [2.9163, -3.0170, -2.8209], [3.5805, -1.4418, -3.2684], [1.6093, -0.9420, -5.6447], [1.9489, 0.2936, -4.4302], [0.2820, -0.1996, -4.7372], [0.8602, -3.1801, -5.0801], [-0.5192, -2.5376, -4.1603], [0.5887, -3.6844, -3.4029], [0.7099, -2.2418, -0.7981], [-1.3683, -0.0838, -0.8340], [-2.7855, -2.0903, -1.2850], [-3.4214, -1.5737, -2.5504], [-3.7493, -2.4315, -3.5176], [-3.4170, -3.8469, -3.3841], [-2.5540, -4.2578, -2.4485], [-1.8393, -3.2475, -1.6246], [-0.6313, -3.5360, -1.3897], [-3.6592, -0.5174, -2.6170], [-4.2594, -2.0862, -4.4082], [-3.8293, -4.5556, -4.0923], [-2.2028, -5.2801, -2.3971]], "atomic_forces_ev_per_a": [[-0.13, -0.36, -0.73], [0.20, 0.00, 0.00], [-0.15, 0.09, -0.17], [-0.10, -0.02, -0.04], [0.00, -0.02, 0.03], [0.03, 0.01, 0.02], [0.18, 0.06, 0.14], [0.09, -0.02, 0.17], [0.13, -0.04, 0.02], [0.03, 0.00, -0.09], [0.04, -0.11, -0.03], [-0.03, 0.05, -0.02], [0.05, 0.02, 0.02], [-0.03, 0.01, -0.03], [-0.02, -0.08, 0.02], [-0.14, 0.09, 0.32], [-0.11, -0.05, 0.21], [-0.06, -0.06, 0.16], [0.07, 0.02, -0.05], [0.11, -0.04, -0.02], [-0.11, 0.11, -0.15], [0.12, 0.10, -0.05], [0.07, -0.14, -0.11], [0.01, -0.03, -0.01], [0.12, -0.10, -0.08], [-0.06, -0.02, 0.00], [0.03, 0.02, -0.02], [0.00, 0.02, -0.01], [0.04, 0.02, -0.01], [0.00, 0.00, -0.02], [-0.01, 0.00, -0.01], [-0.01, -0.01, -0.02], [0.00, -0.01, 0.01], [0.02, -0.01, 0.00], [0.04, 0.02, -0.05], [-0.04, 0.00, 0.01], [-0.02, 0.01, 0.00], [-0.04, 0.01, -0.01], [-0.06, 0.00, 0.00], [0.05, 0.00, 0.03], [0.02, 0.06, -0.08], [0.26, -0.04, 0.02], [-0.16, 0.14, -0.23], [-0.04, -0.01, 0.04], [-0.06, -0.08, 0.15], [0.05, 0.04, -0.09], [-0.07, 0.00, 0.00], [0.29, 0.05, -0.01], [-0.04, -0.29, 0.18], [-0.02, 0.00, 0.00], [0.03, -0.01, 0.01], [0.02, 0.00, 0.01], [0.01, -0.01, 0.00], [-0.01, 0.02, -0.01], [0.11, 0.06, -0.02], [-0.08, 0.05, 0.00], [0.02, -0.09, 0.03], [0.22, -0.13, -0.25], [-0.10, -0.05, 0.17], [-0.23, 0.42, 0.36], [0.00, 0.01, -0.19], [0.23, -0.07, 0.28], [-0.02, -0.02, -0.02], [0.02, 0.09, 0.00], [-0.41, -0.45, 0.38], [-0.22, -0.06, 0.09], [0.06, -0.02, 0.04], [0.01, -0.01, 0.01], [-0.07, 0.02, 0.00], [0.00, 0.02, -0.01], [0.02, 0.02, 0.00], [0.01, 0.01, -0.02], [0.01, 0.00, -0.01], [0.04, -0.01, 0.00], [0.00, 0.00, -0.06], [0.23, 0.49, -0.47], [-0.25, 0.11, 0.08], [0.04, 0.06, -0.05], [0.01, -0.06, 0.07], [-0.05, 0.03, -0.08], [-0.09, 0.03, -0.12], [-0.05, 0.01, 0.01], [0.08, -0.26, 0.12], [-0.08, 0.37, 0.19], [0.01, 0.00, -0.01], [0.00, -0.03, 0.00], [-0.02, 0.03, -0.01], [0.00, 0.02, 0.03]]}

Electronic energy in a.u., matching the order above: -1228.8750; -531.3535; -575.3472; -435.2818; -5391.6065